Entry 1:
Entry from the OMol25 dataset: C3H5NS as an isolated structure at a distorted geometry (the ωB97M-V functional and the def2-TZVPD basis).

Values from the calculation:
LUMO in eV: -0.47
M in g mol⁻¹: 87.15
Multiplicity: 1
Charge: 0
Energy relative to the best compared isomer or geometry (same formula, charge and spin) in kcal per mole: 105.25

The geometry in XYZ format:
```
10
Properties=species:S:1:pos:R:3:forces:R:3
C 0.62731 0.42694 -0.36316 -6.7 0.2 3.2
C -0.36065 -0.58439 0.24589 0.7 0.1 -0.9
C -1.46388 -0.00849 0.87904 -4.4 -0.2 -0.3
H 2.46123 0.73331 -1.28200 -2.3 -2.7 0.9
H 1.86513 -0.99429 -0.76666 0.5 1.2 -0.7
H 0.17560 1.72505 -0.41812 1.8 -4.5 0.3
H -0.52307 -1.78890 0.38980 1.6 2.8 -1.5
H -1.10394 0.84023 1.40628 -0.8 1.5 0.4
N 1.67857 0.00574 -0.96680 4.3 1.2 -1.7
S -3.35630 -0.35520 0.87573 5.3 0.5 0.2
```
Positions in Å, forces in eV/Å.


Entry 2:
Entry from the OMol25 dataset: an isolated ion of composition C10H14N3 and charge +1 at a distorted geometry (the ωB97M-V functional and the def2-TZVPD basis).

Values from the calculation:
LUMO in eV: -4.68
Structure (SMILES): C[C@H]1C=CC=[N+](n2cccn2)[C@H]1C
M in g mol⁻¹: 176.24
Multiplicity: 1
Charge: +1
Energy relative to the best compared isomer or geometry (same formula, charge and spin) in kcal per mole: 92.55

The geometry in XYZ format:
```
27
Properties=species:S:1:pos:R:3:forces:R:3
C -0.10072 2.03887 -0.54247 -0.5 1.7 -0.9
C -1.11383 1.41904 0.40808 -1.2 1.6 0.6
C -2.40722 1.07859 -0.33270 -0.2 2.7 -0.2
C -2.64618 -0.13806 -0.77028 -0.9 -2.4 -0.8
C -1.53322 -1.09157 -0.77719 -0.8 -0.4 -2.7
N -0.44616 -0.89874 -0.14436 -0.4 1.1 2.0
N 0.68849 -1.59094 -0.49865 -0.9 0.6 1.4
C 1.55879 -2.26239 0.29093 0.0 0.6 3.8
C 2.31795 -2.97132 -0.56568 2.9 -1.7 0.6
C 1.82483 -2.70625 -1.83464 -0.6 -0.2 -1.5
N 0.79851 -1.89643 -1.75168 -0.2 0.3 -2.4
C -0.55491 0.19124 0.97451 3.3 -0.8 0.0
C 0.85587 0.45107 1.54889 1.5 -0.3 -1.6
H 0.88281 2.15020 -0.04856 -0.7 0.3 -0.6
H 0.00497 1.50914 -1.51993 0.0 0.1 0.9
H -0.53693 3.03813 -0.78207 0.8 -0.5 -0.1
H -1.26231 2.15671 1.36619 0.0 -1.7 -2.4
H -3.09462 1.87105 -0.75357 0.8 -0.6 1.1
H -3.58420 -0.42551 -1.33650 1.5 0.4 0.7
H -1.43526 -1.81542 -1.63098 -0.4 0.4 1.1
H 1.56954 -2.12413 1.45414 0.1 -0.5 -2.8
H 3.23311 -3.57821 -0.32684 -1.4 0.7 -0.2
H 2.05336 -3.07561 -2.83786 0.3 0.0 0.7
H -1.18492 -0.25563 1.66811 -1.2 -0.8 1.4
H 1.05314 1.44979 2.00816 -0.8 -0.9 -0.1
H 1.54716 0.47044 0.61364 -0.8 -0.3 1.9
H 1.18374 -0.36819 2.21313 -0.2 0.7 -0.2
```
Positions in Å, forces in eV/Å.


Entry 3:
Entry from the OMol25 dataset: a 2-piece molecular cluster, C21H32Cl2N3O8S overall at a distorted geometry (the ωB97M-V functional and the def2-TZVPD basis).

Values from the calculation:
LUMO in eV: 1.54
M in g mol⁻¹: 557.47
Multiplicity: 1
Charge: -1
Energy relative to the best compared isomer or geometry (same formula, charge and spin) in kcal per mole: 160.15

The geometry in XYZ format:
```
67
Properties=species:S:1:pos:R:3:forces:R:3
C -5.72465 -2.12531 6.08506 -0.2 0.5 -1.1
C -5.38447 -1.72007 4.56168 -1.0 -1.1 0.5
O -5.26699 -0.28244 4.40530 1.8 -1.6 -0.2
C -3.89356 0.14649 4.22071 0.7 2.0 -0.1
C -3.95673 1.46783 3.26100 -0.6 -0.4 0.1
O -3.76312 1.15261 1.85628 1.1 -0.3 1.4
C -2.37688 0.77257 1.58381 0.1 0.5 -2.1
C -2.43853 -0.62720 0.78032 -1.0 -0.7 1.1
O -1.16904 -1.32690 0.68259 0.8 1.4 -0.9
C -0.26129 -0.62977 -0.24573 -1.2 1.1 0.0
C 0.27252 -1.63609 -1.42857 -1.8 -0.5 0.3
C -0.95781 -2.69535 -1.60626 -2.9 -2.4 -0.5
N -1.86982 -3.49380 -1.70542 5.2 4.6 0.5
C 0.55827 -0.79144 -2.77538 0.9 -0.7 -4.0
Cl 0.59787 1.06418 -2.80986 -0.3 -2.3 1.1
C 0.84185 -1.40341 -4.06053 -0.8 0.4 3.1
C 0.91868 -2.98849 -4.27133 0.5 0.4 -1.5
Cl 1.17416 -0.34633 -5.54951 -0.4 -1.6 2.1
C 1.54161 -2.54113 -0.95037 1.6 0.4 1.5
C 1.71729 -2.56139 0.67525 -1.7 1.7 4.2
N 1.62959 -2.45294 1.88743 0.8 -0.9 -7.0
C 2.97429 -1.95716 -1.49364 0.8 -0.6 1.2
C 3.33983 -0.51291 -0.86275 0.6 0.5 0.6
C 4.72410 0.09523 -1.50109 -1.9 0.9 0.6
S 6.19195 -0.15512 -0.34713 4.5 -5.2 -0.6
O 5.99804 -1.29102 0.62768 -0.9 3.7 -1.8
O 7.36318 -0.54823 -1.24798 -3.1 2.2 1.9
O 6.63644 1.24832 0.45660 -0.3 -1.5 -1.0
N 1.37186 -4.01349 -1.32175 2.9 -1.9 3.9
C 2.06031 -4.77201 -0.50333 3.3 -1.5 -0.8
O 2.90512 -5.51605 0.06075 -5.8 4.4 -3.2
H -4.89388 -1.68443 6.75043 -1.5 -0.9 -0.8
H -6.77285 -1.69412 6.31856 1.9 -0.6 -0.1
H -5.78804 -3.27146 6.12751 0.2 1.7 0.2
H -4.46292 -2.32152 4.23668 -1.1 1.2 0.3
H -6.26102 -2.06830 3.89026 1.4 0.6 1.0
H -3.19147 -0.64855 3.78327 -1.3 1.0 0.4
H -3.39625 0.50650 5.20986 -1.0 -0.8 -1.3
H -5.03902 1.88194 3.35216 2.0 -0.6 -0.1
H -3.18971 2.27204 3.54846 -1.1 -1.2 -0.1
H -1.97637 1.58028 0.84416 -0.4 -1.2 1.4
H -1.70287 0.75702 2.51125 -1.1 -0.3 -1.3
H -3.14030 -1.32101 1.40001 1.3 1.1 -1.1
H -2.90735 -0.55889 -0.26552 0.6 0.4 1.5
H 0.60396 -0.09681 0.30069 -1.2 -1.2 -0.8
H -0.91771 0.22791 -0.68367 1.6 -1.5 0.1
H 1.86117 -3.43906 -3.76441 -1.8 0.8 -0.6
H -0.04681 -3.55557 -3.99960 1.6 1.1 0.0
H 1.07723 -3.17490 -5.40952 -0.3 0.4 2.0
H 3.76607 -2.69515 -1.05820 -1.3 1.2 -0.8
H 3.08307 -2.02095 -2.63141 -0.5 0.4 1.7
H 3.55690 -0.58155 0.28032 -0.6 -0.3 -2.0
H 2.50288 0.27078 -0.96692 1.3 -1.2 -0.2
H 4.94281 -0.43598 -2.49215 0.4 1.0 1.6
H 4.60866 1.23770 -1.60069 0.3 -1.8 -0.1
H 7.62214 1.15189 0.59786 -1.3 -0.1 -0.4
C -0.80967 5.89498 -2.23435 0.0 1.0 -0.1
C 0.41781 5.16448 -1.65701 -0.5 -0.7 -1.8
C 1.58129 5.26219 -2.66260 0.4 0.9 -0.1
O 0.10226 3.87427 -1.51147 0.0 -1.3 1.1
H -1.14041 5.46524 -3.18721 0.2 -0.2 0.2
H -1.65592 5.86372 -1.53903 0.2 -0.2 0.0
H -0.57631 6.95321 -2.41720 -0.1 0.2 0.0
H 0.73163 5.75270 -0.77398 0.1 -0.1 0.6
H 1.33463 4.81013 -3.63060 -0.2 -0.1 0.2
H 2.48198 4.76841 -2.27980 -0.2 -0.1 0.1
H 1.84033 6.31368 -2.84999 0.2 0.1 -0.1
```
Positions in Å, forces in eV/Å.


Entry 4:
Entry from the OMol25 dataset: C18H26BrN3OS in the gas phase at a distorted geometry (the ωB97M-V functional and the def2-TZVPD basis).

Values from the calculation:
LUMO in eV: 0.45
Structure (SMILES): Cc1cc(SCC(=O)NN=C2CCN(C(C)C)CC2)c(C)cc1Br
M in g mol⁻¹: 412.40
Multiplicity: 1
Charge: 0
Energy relative to the best compared isomer or geometry (same formula, charge and spin) in kcal per mole: 3.18

The geometry in XYZ format:
```
50
Properties=species:S:1:pos:R:3:forces:R:3
C 1.13355 2.02828 -7.01977 0.0 0.0 -0.1
C 1.09732 1.16687 -5.80040 -0.1 0.0 0.0
C 1.87305 1.45048 -4.68798 -0.1 -0.1 -0.2
C 1.83226 0.65800 -3.55221 0.3 0.1 0.4
S 2.83195 1.17530 -2.16045 0.1 0.3 -0.2
C 1.81035 2.60795 -1.65676 0.1 -0.3 -0.2
C 0.40539 2.12859 -1.32505 0.1 0.4 -0.2
O -0.56583 2.45679 -1.95827 -0.1 0.1 -0.1
N 0.40167 1.27660 -0.26242 0.6 -0.5 0.9
N -0.73638 0.67662 0.15267 -0.7 0.3 -0.5
C -0.75652 -0.19055 1.07548 0.3 -0.2 0.1
C -2.08515 -0.76349 1.45349 -0.2 0.2 0.2
C -2.31571 -0.55762 2.95578 -0.1 -0.1 -0.2
N -1.22916 -1.16827 3.69142 -0.1 0.0 -0.1
C -1.50644 -1.42264 5.09885 0.1 -0.1 0.3
C -0.56533 -2.50226 5.63655 -0.3 0.1 -0.1
C -1.46796 -0.17752 5.99459 -0.1 -0.2 -0.3
C 0.01591 -0.49380 3.39917 0.2 -0.1 -0.1
C 0.37473 -0.70669 1.92074 0.1 0.3 0.0
C 1.02982 -0.47581 -3.48757 0.0 0.1 -0.1
C 0.95652 -1.36047 -2.28400 0.0 -0.1 0.1
C 0.25113 -0.76675 -4.60118 0.0 0.0 -0.1
C 0.28439 0.03974 -5.72108 -0.1 -0.1 0.0
Br -0.81589 -0.43247 -7.20331 0.1 0.0 0.1
H 1.84465 2.84089 -6.89859 0.0 0.1 0.0
H 1.41547 1.44026 -7.89327 0.0 0.0 -0.1
H 0.14711 2.45046 -7.21208 0.0 0.0 -0.1
H 2.52536 2.31154 -4.70551 0.1 0.1 0.0
H 1.77202 3.32783 -2.47286 -0.1 0.0 0.1
H 2.30851 3.04513 -0.79239 0.0 0.1 0.0
H 1.29880 1.03329 0.15712 -0.3 0.0 -0.2
H -2.87142 -0.28414 0.87268 0.0 0.0 -0.1
H -2.08527 -1.83587 1.24753 0.0 -0.1 0.0
H -3.25397 -1.03487 3.24630 0.0 0.1 0.0
H -2.40254 0.52535 3.15416 0.0 0.0 0.0
H -2.52412 -1.83100 5.12474 0.1 0.0 0.0
H -0.93808 -2.87343 6.58749 0.0 0.0 0.1
H 0.43721 -2.11394 5.79718 0.1 0.0 0.0
H -0.51257 -3.32909 4.93374 0.0 -0.1 0.0
H -1.79327 -0.43719 6.99847 0.0 0.0 0.1
H -0.45935 0.22496 6.05471 0.1 0.1 0.0
H -2.13064 0.59397 5.60882 -0.1 0.1 0.0
H 0.80729 -0.91197 4.02174 0.0 0.1 0.0
H -0.04300 0.59319 3.59225 0.0 -0.1 0.0
H 0.48570 -1.77797 1.73990 0.0 0.0 0.0
H 1.32813 -0.21969 1.70601 0.0 0.0 0.0
H 0.06315 -1.11911 -1.70676 0.0 0.0 0.1
H 1.83083 -1.22928 -1.65151 -0.1 -0.1 0.1
H 0.89007 -2.40358 -2.58487 0.0 -0.1 0.0
H -0.39375 -1.63261 -4.58330 -0.1 -0.1 0.0
```
Positions in Å, forces in eV/Å.


Entry 5:
Entry from the OMol25 dataset: C30H44IrO6PSSb as an isolated structure (the ωB97M-V functional and the def2-TZVPD basis).

Values from the calculation:
LUMO (spin up / spin down) in eV: -8.49 / -12.33
M in g mol⁻¹: 877.69
Multiplicity: 5
Charge: +3

The geometry in XYZ format:
```
84
Properties=species:S:1:pos:R:3:forces:R:3
Ir -0.48033 0.14313 0.45028 -0.3 0.7 0.1
C 0.64675 1.94705 3.21451 0.0 0.0 0.0
O 1.11292 1.35925 1.98703 0.1 -0.1 -0.1
C 2.25242 0.51747 2.15737 0.0 -0.1 0.0
C 1.83027 -0.88169 2.54292 0.1 0.0 0.0
O 0.91240 -1.35880 1.54145 -0.1 -0.1 -0.1
C 0.31946 -2.62098 1.89933 -0.1 0.0 0.0
C -0.89377 -2.80236 1.01390 0.1 -0.1 0.0
O -1.73047 -1.63536 1.08166 0.0 0.0 -0.1
C -2.58726 -1.58258 2.23903 0.0 0.0 0.0
H 1.44040 2.56151 3.64113 0.0 0.0 0.0
H 0.34986 1.17819 3.92974 0.0 0.0 0.0
H -0.20784 2.56696 2.96023 0.0 0.0 0.0
H 2.92610 0.93137 2.91187 0.0 0.0 0.0
H 2.77601 0.50582 1.19872 0.0 0.0 0.0
H 1.32742 -0.90363 3.51445 0.0 0.0 0.0
H 2.69426 -1.55064 2.57825 0.0 0.1 0.0
H 0.05368 -2.59363 2.96061 0.0 0.0 -0.1
H 1.04180 -3.42623 1.74137 0.0 0.0 0.0
H -1.46809 -3.68698 1.29703 0.0 0.0 0.0
H -0.60040 -2.89049 -0.03314 0.0 0.0 0.0
H -3.20436 -2.48175 2.25968 0.0 0.1 0.0
H -3.21398 -0.70287 2.11943 0.0 0.0 0.0
H -2.00118 -1.50204 3.15526 0.0 0.0 0.0
S -1.23280 -0.68660 -1.74251 0.2 -0.1 -0.4
Sb -0.48744 0.36978 -3.70147 0.0 -0.3 0.6
C -1.11542 2.21430 -4.39244 -0.2 0.2 -0.2
C -2.47243 2.46580 -4.59366 0.0 -0.1 0.0
C -2.85408 3.66471 -5.17314 0.0 0.0 0.0
C -1.89074 4.59219 -5.54803 0.0 0.1 0.0
C -0.54259 4.33008 -5.35557 0.0 0.0 0.0
C -0.14416 3.13570 -4.77180 0.0 -0.1 0.0
C 1.57719 0.14928 -3.84290 0.2 -0.1 -0.2
C 2.18187 -0.02128 -5.08766 0.0 0.1 0.0
C 3.55535 -0.19868 -5.16032 0.0 0.0 0.0
C 4.31340 -0.20566 -3.99950 0.0 0.0 0.0
C 3.70630 -0.03731 -2.76267 0.0 0.0 0.0
C 2.33342 0.13508 -2.67739 0.0 0.0 0.1
C -1.28618 -0.91158 -5.24618 0.0 -0.1 -0.1
C -1.91432 -2.16350 -4.93973 0.1 0.1 0.2
C -2.38436 -2.96001 -5.93746 0.0 -0.1 0.0
C -2.25243 -2.53138 -7.27932 0.0 0.1 0.0
C -1.63571 -1.27703 -7.59867 0.0 -0.1 0.0
C -1.17738 -0.48038 -6.59382 0.0 0.1 0.0
H -3.22631 1.74321 -4.30551 0.0 0.0 0.0
H -3.90133 3.87710 -5.33750 0.0 0.0 0.0
H -2.19516 5.52485 -6.00391 0.0 0.0 0.0
H 0.19903 5.05278 -5.66596 0.0 0.0 0.0
H 0.90890 2.92656 -4.63057 0.0 0.0 0.0
H 1.60601 -0.00984 -6.00398 0.0 0.0 0.0
H 4.03298 -0.32791 -6.12103 0.0 0.0 0.0
H 5.38357 -0.34451 -4.05861 0.0 0.0 0.0
H 4.30692 -0.04314 -1.86447 0.0 0.0 0.0
H 1.85802 0.25813 -1.70821 0.0 0.0 0.0
H -2.00337 -2.46336 -3.90260 0.0 0.0 0.0
H -2.85777 -3.90788 -5.72328 0.0 0.0 0.0
H -2.63280 -3.15066 -8.08277 0.0 0.0 0.0
H -1.54970 -0.98276 -8.63559 0.0 0.0 0.0
H -0.74220 0.48381 -6.82573 0.0 0.0 0.0
C -1.16549 5.69428 0.59803 0.0 0.0 0.0
C -2.13275 4.58095 0.89858 -0.1 -0.1 0.0
O -1.45356 3.26845 0.99602 0.1 -0.2 -0.1
P -1.19422 2.28562 -0.20860 0.1 0.0 0.3
O -2.45372 2.32228 -1.15900 0.1 0.1 -0.1
C -3.71311 1.78258 -0.66587 -0.1 -0.1 0.1
C -4.65316 1.62236 -1.83101 0.0 0.0 0.1
O -0.12765 2.93054 -1.19843 -0.2 -0.1 -0.1
C 1.17429 3.34205 -0.67991 0.0 0.0 0.1
C 1.96081 3.98025 -1.79322 0.0 0.0 0.1
H -1.71544 6.63504 0.56633 0.0 0.0 0.0
H -0.68788 5.56374 -0.37111 0.0 0.0 -0.1
H -0.40669 5.78073 1.37441 0.0 0.0 0.0
H -2.90903 4.49256 0.13896 0.0 0.1 0.0
H -2.59765 4.69346 1.87640 0.0 0.0 -0.1
H -4.10353 2.47643 0.08097 0.0 -0.1 0.0
H -3.51026 0.82085 -0.18185 0.0 0.0 0.0
H -4.84939 2.57894 -2.31274 0.0 0.0 0.0
H -5.60257 1.21838 -1.48159 0.0 0.0 0.0
H -4.24027 0.92508 -2.56009 0.0 0.0 0.0
H 1.67249 2.45822 -0.27062 0.0 0.1 -0.1
H 0.99895 4.04030 0.13868 0.1 0.0 0.0
H 2.18517 3.26504 -2.58247 0.0 -0.1 -0.1
H 2.90709 4.34823 -1.39674 0.0 0.0 0.0
H 1.42025 4.82501 -2.21633 0.0 0.0 0.0
```
Positions in Å, forces in eV/Å.


Entry 6:
Entry from the OMol25 dataset: an isolated ion of composition C6H11N and charge +1 at a distorted geometry (the ωB97M-V functional and the def2-TZVPD basis).

Values from the calculation:
LUMO (spin up / spin down) in eV: -6.30 / -7.74
M in g mol⁻¹: 97.16
Multiplicity: 2
Charge: +1
Energy relative to the best compared isomer or geometry (same formula, charge and spin) in kcal per mole: 61.78

The geometry in XYZ format:
```
18
Properties=species:S:1:pos:R:3:forces:R:3
C 2.01287 1.62190 0.31789 -0.1 -0.9 0.9
C 0.57596 1.41877 0.89325 1.0 0.9 -1.8
C 0.21001 -0.04533 1.14509 1.0 -0.1 0.2
C -0.10382 -0.92634 -0.00818 -0.6 1.1 -0.2
C -0.96169 -0.38555 -0.97948 -0.3 0.2 -1.0
N -2.01166 -0.94654 -1.64709 0.7 -0.6 -0.5
C -2.26090 -2.20023 -1.49415 -0.4 -0.6 0.6
H 2.22074 2.55113 -0.20248 -0.4 0.2 0.1
H 2.64061 1.60049 1.21239 0.4 0.0 -0.3
H 2.34015 0.80113 -0.32523 -0.1 0.0 -0.1
H 0.59798 1.98705 1.81749 -0.7 -0.2 0.2
H -0.14831 1.84051 0.19672 -0.2 0.3 0.3
H 1.01260 -0.48062 1.74042 -0.4 -0.3 0.3
H -0.73067 0.06832 1.70580 0.0 -0.6 0.2
H 0.20778 -1.95511 -0.11661 0.0 -0.2 0.5
H -0.77012 0.60472 -1.39713 -0.1 0.2 0.9
H -1.89111 -2.84368 -0.68679 0.2 0.3 0.0
H -2.94042 -2.71063 -2.17193 -0.1 0.3 -0.1
```
Positions in Å, forces in eV/Å.


Question: Number 2 is which compound?
Answer: C10H14N3